Entry 1:
Density functional theory data (ωB97M-V/def2-TZVPD) for C31H33N6OS3Sn as an isolated structure.

The total charge is +3. The total energy is -3012.79139 Ha. The value obtained for the frontier orbital gap is 6.2 eV.

Last column: Löwdin charge in e.
Positions of all 75 atoms, in Å:
Sn 0.1314 0.2001 -0.8149  1.115
C 0.8346 2.2992 2.0785  -0.458
C 2.0886 2.5998 1.2778  -0.399
S 2.4301 1.3720 -0.0162  0.939
C 2.7376 2.4742 -1.4225  -0.399
C 1.6102 3.4153 -1.8466  -0.421
S 0.0755 2.5325 -2.1794  0.970
C -1.1982 3.4014 -1.2418  -0.444
C -1.0038 3.5352 0.2638  -0.405
S -0.6660 1.9815 1.1464  0.962
H 0.6182 3.1136 2.7715  0.118
H 0.9769 1.3926 2.6625  0.051
H 2.9406 2.5715 1.9609  0.100
H 2.0646 3.5819 0.8102  0.084
H 3.0092 1.8020 -2.2389  0.083
H 3.6213 3.0619 -1.1689  0.124
H 1.9011 3.9015 -2.7779  0.111
H 1.4021 4.1962 -1.1176  0.087
H -2.0993 2.8307 -1.4606  0.081
H -1.3048 4.3920 -1.6860  0.116
H -1.9392 3.9157 0.6750  0.109
H -0.2150 4.2387 0.5286  0.092
C -0.3147 -1.6414 -4.7571  0.030
C 0.1620 -1.1422 -3.4287  -0.222
N -0.6553 -0.9090 -2.4662  -0.115
N -1.9122 -1.2814 -2.3477  0.103
C -2.6288 -0.4440 -1.5605  -0.356
O -2.0073 0.5418 -0.9822  -0.217
C -4.0234 -0.7563 -1.3471  -0.162
C -4.5893 -1.9044 -1.9114  -0.005
C -5.9294 -2.1727 -1.7090  -0.037
C -6.7017 -1.3052 -0.9453  -0.026
C -6.1396 -0.1743 -0.3641  -0.043
C -4.8022 0.1030 -0.5624  -0.009
C 1.5745 -0.9268 -3.1240  -0.200
C 2.5578 -1.1270 -4.0766  0.060
C 3.8887 -0.9974 -3.6983  0.039
C 4.1874 -0.7032 -2.3750  0.023
C 3.1392 -0.4738 -1.4951  -0.226
N 1.8588 -0.5667 -1.8633  -0.063
H -1.3803 -1.8434 -4.7203  0.092
H 0.2117 -2.5619 -5.0158  0.109
H -0.1162 -0.9073 -5.5404  0.113
H -3.9734 -2.5787 -2.4888  0.114
H -6.3752 -3.0608 -2.1343  0.121
H -7.7543 -1.5104 -0.8039  0.124
H -6.7531 0.4890 0.2291  0.119
H -4.3501 0.9872 -0.1320  0.113
H 2.3039 -1.3852 -5.0928  0.137
H 4.6772 -1.1377 -4.4258  0.143
H 5.2084 -0.6497 -2.0253  0.140
H 3.3305 -0.2184 -0.4632  0.017
C -0.7823 -3.7826 1.0538  0.014
C -0.5354 -2.7620 0.1680  -0.085
N -0.3418 -1.4992 0.5928  -0.026
C -0.3510 -1.2343 1.9095  -0.076
C -0.5338 -2.2240 2.8709  -0.155
C -0.7848 -3.5110 2.4135  0.056
C -0.5126 -1.9315 4.3191  -0.011
C 0.3564 -1.2267 5.0382  0.000
C 1.6328 -0.5882 4.6628  -0.260
C 2.3183 0.1437 5.6245  0.025
C 3.5037 0.7529 5.2501  -0.076
N 4.0074 0.6256 4.0209  0.103
C 3.3033 -0.1357 3.1954  -0.230
N 2.1385 -0.7252 3.4280  0.123
H -0.9645 -4.7810 0.6838  0.135
H -0.4983 -2.9346 -0.8987  0.117
H -0.2462 -0.2090 2.2113  0.055
H -0.9656 -4.3073 3.1251  0.147
H -1.3261 -2.3897 4.8721  0.132
H 0.1378 -1.1414 6.0961  0.124
H 1.9355 0.2413 6.6307  0.128
H 4.0708 1.3577 5.9473  0.128
H 3.7285 -0.2889 2.2086  0.098



Entry 2:
Density functional theory data (ωB97M-V/def2-TZVPD) for C11H17BN6Re as an isolated structure.

The total charge is +2. As for the spin multiplicity: 4. The total energy is -860.38206 Ha. The value obtained for the frontier orbital gap (spin up / spin down) is 7.5 / 6.8 eV. Its expectation value of S² is 3.7714.

Last column: Löwdin charge in e.
Positions of all 36 atoms, in Å:
H -0.0255 -3.3295 -0.4614  0.132
N -1.2878 -1.6573 -0.2775  -0.178
B -3.2869 -0.0535 -0.0581  -0.488
N -2.7001 -1.4718 -0.2773  0.028
C -3.2658 -2.6763 -0.4535  0.024
Re -0.1657 -0.2303 0.3354  1.606
H -4.3549 -2.7365 -0.4908  0.162
C -2.2743 -3.6496 -0.5682  0.014
H -2.4155 -4.7063 -0.7218  0.129
C -1.0587 -2.9994 -0.4511  -0.043
H -4.4920 -0.0924 -0.1043  0.141
C 1.3973 1.6364 -0.1791  -0.071
H 2.4606 1.5844 0.0687  0.083
H 0.9051 1.9777 0.7781  0.085
H 1.0493 2.3847 -0.8993  0.058
N -2.7832 0.8514 -1.2266  -0.035
N -2.7529 0.5013 1.2760  0.038
N -1.4247 0.9721 -1.3747  -0.069
N -1.3498 0.5838 1.5554  -0.177
C -3.3937 1.5667 -2.1991  -0.013
C -3.4177 0.9313 2.3821  0.044
H -4.4638 1.5825 -2.2696  0.139
H -4.4983 0.9405 2.3815  0.155
C -2.4123 2.1779 -2.9629  -0.019
C -2.4824 1.3105 3.3566  0.015
C -1.1794 1.8087 -2.4193  -0.087
C -1.2216 1.0901 2.8304  -0.038
H -2.5269 2.8221 -3.8131  0.116
H -2.7013 1.7115 4.3435  0.136
H -0.1502 2.0602 -2.6573  0.113
H -0.2348 1.2301 3.2276  0.131
H 1.2749 0.7732 -0.8127  0.005
C 1.2122 -1.2034 1.4404  -0.254
H 1.7911 -1.8519 0.7832  0.041
H 0.6815 -1.8267 2.1514  0.038
H 1.9015 -0.5606 1.9794  0.037



Entry 3:
Density functional theory data (ωB97M-V/def2-TZVPD) for a 23-piece molecular cluster, C32H113N43O23 overall.

The total energy is -5372.98348 Ha. The value obtained for the frontier orbital gap is 9.3 eV.

Last column: Löwdin charge in e.
Positions of all 211 atoms, in Å:
C 14.5246 12.4582 13.2043  -0.093
C 13.8572 11.1137 13.2483  -0.466
C 14.8883 9.9162 13.5701  -0.160
O 15.9977 10.0048 12.6095  -0.219
C 15.7729 8.9399 11.6319  -0.093
N 12.6627 11.0892 14.0922  0.025
H 15.4076 12.3804 12.5559  0.073
H 14.9006 12.6891 14.2306  0.086
H 13.8023 13.1879 12.7927  0.069
H 13.4726 10.8715 12.2372  0.135
H 14.2829 8.9789 13.5449  0.122
H 15.3114 10.0992 14.5865  0.123
H 16.0936 8.0395 12.1555  0.085
H 16.4664 9.1537 10.8060  0.086
H 14.7693 8.9032 11.2106  0.082
H 13.0683 11.3563 15.0276  0.081
H 12.0485 11.8875 13.8466  0.054
C 16.8628 18.0587 16.4652  -0.045
C 16.3588 19.4704 16.2919  -0.433
C 14.9521 19.5088 16.8544  -0.190
O 14.0243 18.6758 16.1299  -0.217
C 13.3329 19.3862 15.0810  -0.077
N 17.3232 20.4288 16.7423  0.106
H 16.2597 17.4240 15.8083  0.048
H 16.8018 17.5743 17.4648  0.074
H 17.8943 18.0476 16.1179  0.063
H 16.1371 19.6765 15.2196  0.124
H 14.7019 20.5738 16.7590  0.079
H 14.7958 19.1948 17.9082  0.125
H 14.0047 19.8161 14.3147  0.077
H 12.7009 20.1825 15.5430  0.076
H 12.6330 18.6729 14.5968  0.076
H 17.7063 20.1013 17.6303  0.057
H 16.7914 21.2058 16.9497  0.007
C 21.0141 17.2391 11.7471  -0.053
C 19.6008 16.7486 11.9961  -0.406
C 19.5082 16.8215 13.5104  -0.137
O 18.1848 16.3402 13.9898  -0.267
C 18.1272 15.3878 15.0444  -0.094
N 18.6026 17.6170 11.2768  0.065
H 21.7167 16.6934 12.3394  0.074
H 21.1425 18.2692 12.0916  0.089
H 21.1995 17.0643 10.7082  0.074
H 19.4298 15.7410 11.7001  0.127
H 19.5438 17.8231 13.8284  0.092
H 20.3098 16.2189 13.9474  0.132
H 18.3651 14.4208 14.6109  0.085
H 17.1130 15.4254 15.4106  0.059
H 18.8851 15.6255 15.8804  0.104
H 18.6227 17.2585 10.3283  0.077
H 17.6459 17.3901 11.5573  0.029
C 15.6161 21.9960 19.8467  -0.603
O 15.7228 22.3737 18.6391  -0.083
N 16.4330 21.0901 20.3345  0.223
N 14.6072 22.5187 20.6534  0.191
H 16.2620 20.7752 21.3101  0.096
H 17.1593 20.6341 19.8563  0.040
H 14.4161 21.9989 21.4921  0.087
H 13.9494 23.1641 20.3026  0.065
C 21.4726 20.5986 15.8091  -0.598
O 21.4570 19.5901 15.0753  -0.041
N 22.0073 20.6120 17.0885  0.185
N 21.1023 21.8275 15.2768  0.171
H 21.5952 21.2780 17.7191  0.079
H 22.2562 19.7681 17.4737  0.046
H 20.8587 22.6134 15.8674  0.045
H 20.8792 21.7399 14.3176  0.067
C 11.7964 19.3579 21.0473  -0.630
O 12.9660 19.6576 21.1101  -0.019
N 11.2800 18.1955 21.6718  0.169
N 10.9405 20.0752 20.2861  0.208
H 10.4762 17.7220 21.2828  0.075
H 11.9514 17.7229 22.2412  0.087
H 10.1289 19.5606 20.0646  0.056
H 11.1617 20.9586 19.9328  0.026
C 13.0995 15.3292 16.3485  -0.632
O 13.1915 15.8973 17.4547  -0.050
N 13.9547 15.5853 15.3442  0.222
N 12.1914 14.3051 16.1543  0.192
H 14.2107 14.9732 14.5584  0.100
H 14.3378 16.4896 15.4029  0.054
H 11.9230 14.0948 15.2248  0.038
H 11.4882 14.2358 16.8710  0.093
C 15.5373 24.1107 15.7443  -0.558
O 14.9628 24.8080 16.6245  -0.078
N 16.8186 24.4757 15.1750  0.153
N 14.9987 22.9232 15.2995  0.188
H 17.1240 25.3693 15.6476  0.096
H 17.0377 24.3172 14.1901  0.083
H 14.0087 22.7809 15.4644  0.073
H 15.5764 22.3749 14.6230  0.065
C 10.2843 17.2634 18.4204  -0.602
O 9.4329 17.8890 19.0721  -0.037
N 10.9544 17.8634 17.3619  0.206
N 10.6316 15.9616 18.7472  0.167
H 10.7350 18.7952 17.1899  0.038
H 11.7724 17.3813 16.9681  0.073
H 11.5082 15.5783 18.4110  0.045
H 10.1652 15.5008 19.5031  0.102
C 15.1470 19.6015 24.0293  -0.648
O 15.8650 19.6975 24.9690  0.064
N 13.7530 19.9024 24.1348  0.153
N 15.6447 19.2508 22.7837  0.147
H 13.1925 19.7267 23.3233  0.034
H 13.4969 20.5756 24.8269  0.088
H 16.5640 18.8882 22.9413  0.079
H 15.1093 18.7730 22.0662  0.062
C 19.5564 20.0389 20.5894  -0.574
O 19.1667 20.4498 19.4490  -0.072
N 20.7271 20.6085 21.0599  0.147
N 18.9416 19.0392 21.3445  0.166
H 21.1045 21.2101 20.3153  0.106
H 21.4009 20.2090 21.6889  0.097
H 18.2075 18.4974 20.8882  0.045
H 19.1465 19.0106 22.3572  0.121
C 16.0533 26.6519 19.2711  -0.745
O 16.6365 27.3140 20.1055  0.015
N 16.0794 26.9442 17.9779  0.156
N 15.3677 25.5213 19.6542  0.149
H 15.5408 26.3248 17.3940  0.039
H 16.2740 27.9017 17.6972  0.125
H 15.1431 24.8798 18.8908  0.039
H 15.8007 25.0705 20.4968  0.121
C 9.3328 20.4766 15.7718  -0.564
O 9.9787 21.4463 15.3815  -0.012
N 8.8857 20.3479 17.0924  0.168
N 8.9822 19.4170 14.8341  0.143
H 8.6984 19.3847 17.3833  0.075
H 9.3525 20.9294 17.7652  0.081
H 8.5890 18.5450 15.1989  0.090
H 9.5806 19.2217 14.0232  0.030
C 10.7816 19.9986 11.9208  -0.603
O 10.5842 18.9299 12.4890  -0.046
N 11.6424 20.0573 10.8474  0.167
N 9.9480 21.0703 12.1702  0.176
H 12.2347 20.8501 10.6309  0.065
H 12.0371 19.1198 10.6334  0.106
H 10.3100 22.0197 12.1468  0.081
H 9.4035 21.0110 13.0230  0.068
C 14.8255 17.3320 12.1685  -0.625
O 13.8586 17.9998 11.7658  -0.003
N 14.9974 16.0483 11.8086  0.156
N 15.8990 17.8578 12.9659  0.161
H 15.8207 15.5295 12.1621  0.115
H 14.3202 15.6903 11.1197  0.129
H 15.8931 18.8666 12.8134  0.088
H 16.7882 17.3718 13.0830  0.042
C 10.8803 15.3697 12.9748  -0.603
O 11.0564 14.1866 13.2591  -0.021
N 10.4427 15.6078 11.7048  0.170
N 10.8837 16.4558 13.8987  0.163
H 10.0869 14.7908 11.2562  0.102
H 10.0200 16.4101 11.3728  0.063
H 10.8653 16.1962 14.8787  0.067
H 10.7106 17.4037 13.4823  0.053
C 17.6286 21.4407 12.8126  -0.537
O 16.6454 22.0976 13.2363  -0.059
N 18.6435 20.9966 13.7757  0.146
N 17.7852 20.9969 11.5307  0.174
H 18.5731 21.0744 14.7948  0.065
H 19.2494 20.2434 13.5512  0.041
H 17.1257 21.4498 10.8909  0.059
H 18.4232 20.2322 11.2727  0.094
C 21.3310 16.5806 17.4151  -0.699
O 21.5275 15.5293 17.9692  0.030
N 20.2712 17.3960 17.7284  0.174
N 22.3195 17.0140 16.5241  0.142
H 20.0693 18.1523 17.0950  0.070
H 19.4750 16.8538 18.0670  0.095
H 22.1040 17.9590 16.1512  0.045
H 23.1597 16.9064 17.0568  0.090
C 19.3437 24.1307 17.5720  -0.637
O 20.4596 23.7506 17.2215  -0.017
N 19.0176 25.4827 17.4997  0.156
N 18.4407 23.3488 18.2011  0.197
H 18.3091 25.7761 18.0969  0.034
H 19.8006 26.1401 17.3842  0.123
H 18.8267 22.3904 18.3536  0.096
H 17.4792 23.6353 18.3254  0.071
C 11.9591 22.8468 18.4214  -0.577
O 10.9757 22.6364 19.1278  -0.004
N 12.8289 21.8064 17.8926  0.159
N 12.3878 24.1579 18.1798  0.155
H 13.8327 22.0447 18.0106  0.045
H 12.6139 20.8041 17.9682  0.086
H 12.8601 24.3050 17.3116  0.029
H 11.6531 24.8817 18.3397  0.131
C 12.1871 24.0280 13.8372  -0.612
O 12.1501 23.2458 12.9081  0.008
N 12.9011 25.2683 13.8238  0.159
N 11.5765 23.7276 15.0184  0.176
H 13.3490 25.4247 14.7368  0.080
H 13.5730 25.3384 13.0723  0.080
H 11.2779 24.6021 15.4053  0.101
H 10.8024 23.0840 14.9274  0.060
C 15.7444 17.0261 19.7652  -0.630
O 16.6688 17.6912 20.2020  -0.019
N 14.4284 17.4894 19.7821  0.189
N 16.0417 15.8007 19.1865  0.159
H 14.2116 18.3895 20.1894  0.046
H 13.6321 16.9558 19.4585  0.076
H 15.3263 15.3145 18.6414  0.089
H 17.0394 15.6825 19.0061  0.106
C 14.7698 22.3308 10.6760  -0.662
O 15.6137 21.8229 9.9319  -0.006
N 14.6368 23.6795 10.7836  0.179
N 13.8959 21.5780 11.3689  0.157
H 14.9847 24.1793 9.9989  0.100
H 13.8433 24.0755 11.2863  0.078
H 14.1601 20.6831 11.7111  0.085
H 13.3206 22.1376 12.0161  0.065



Q: Number 2 is which compound?
A: C11H17BN6Re